No. 1
A structure of composition C59H33AsF19I2NO4PRbS in a non-equilibrium geometry, computed with ωB97M-V/def2-TZVPD.

Last column: Mulliken charge in e.
Element x y z (Å)
Rb 0.31 -0.17 0.22  0.83
F 7.15 -1.24 1.04  -0.39
C 6.11 -0.45 0.73  0.67
C 5.02 -0.38 1.57  0.20
F 4.99 -1.11 2.69  -0.43
C 3.95 0.42 1.23  0.00
F 2.89 0.42 2.02  -0.53
C 3.95 1.19 0.07  0.36
S 2.52 2.13 -0.38  0.39
C 5.06 1.10 -0.75  0.11
F 5.12 1.79 -1.89  -0.24
C 6.13 0.28 -0.44  0.19
F 7.19 0.21 -1.26  -0.37
O -2.56 0.83 0.68  -0.13
H -2.42 0.08 1.27  0.06
H -2.77 1.59 1.25  -0.07
I 0.14 3.46 1.45  0.19
I -2.98 4.05 2.31  -0.73
O 3.09 3.24 1.97  -0.53
C 2.23 3.02 1.18  0.26
O -1.15 -1.65 1.51  0.57
As -1.08 -3.26 1.90  0.63
C -2.89 -3.92 2.09  0.56
C -3.86 -3.34 1.29  -0.65
C -5.17 -3.81 1.33  -0.84
C -5.50 -4.86 2.18  -0.45
C -4.53 -5.43 2.99  -0.77
C -3.22 -4.96 2.96  -0.28
C -0.28 -4.44 0.62  1.30
C -0.41 -5.81 0.81  -0.49
C 0.21 -6.69 -0.06  -0.90
C 0.95 -6.20 -1.13  -1.10
C 1.05 -4.84 -1.35  -0.72
C 0.44 -3.95 -0.47  0.00
C -0.30 -3.52 3.63  0.29
C -0.41 -2.46 4.52  -0.67
C 0.09 -2.59 5.81  -0.75
C 0.69 -3.77 6.20  -0.44
C 0.81 -4.83 5.31  -0.78
C 0.31 -4.71 4.02  -0.20
H -3.60 -2.50 0.65  0.52
H -5.92 -3.35 0.70  0.45
H -6.51 -5.23 2.21  0.36
H -4.79 -6.24 3.67  0.39
H -2.47 -5.39 3.61  0.35
H -1.01 -6.20 1.62  0.45
H 0.11 -7.76 0.09  0.43
H 1.43 -6.89 -1.81  0.45
H 1.61 -4.46 -2.19  0.68
H 0.54 -2.89 -0.66  -0.55
H -0.87 -1.53 4.19  0.51
H 0.02 -1.75 6.50  0.42
H 1.09 -3.87 7.21  0.39
H 1.30 -5.75 5.61  0.41
H 0.45 -5.52 3.31  0.32
F 4.96 -6.09 0.75  -0.40
C 4.37 -4.91 0.47  0.44
C 3.43 -4.37 1.32  -0.25
F 3.08 -5.04 2.43  -0.36
C 2.83 -3.16 1.01  0.51
F 1.86 -2.70 1.84  -0.37
C 3.10 -2.42 -0.16  0.48
O 2.48 -1.33 -0.43  0.18
C 4.10 -3.00 -0.97  -0.40
F 4.46 -2.37 -2.10  -0.48
C 4.70 -4.21 -0.68  0.43
F 5.62 -4.72 -1.51  -0.40
N -2.55 -6.64 -3.44  -0.68
C -2.35 -5.50 -3.41  -0.24
C -2.11 -4.08 -3.37  0.46
C -2.57 -3.31 -2.29  -0.30
C -2.45 -1.94 -2.33  -0.49
C -1.90 -1.28 -3.44  -0.11
C -1.34 -2.07 -4.44  -0.03
C -1.45 -3.45 -4.42  -1.16
H -3.06 -3.81 -1.46  0.44
H -2.86 -1.34 -1.52  0.33
H -0.90 -1.58 -5.30  0.55
H -1.08 -4.05 -5.24  0.51
F -3.86 7.53 -3.25  -0.28
C -4.63 6.50 -2.83  0.76
F -5.63 6.40 -3.74  -0.28
F -5.19 6.88 -1.68  -0.29
C -3.85 5.23 -2.71  0.44
C -3.79 4.53 -1.52  -0.64
C -3.05 3.36 -1.45  -0.02
C -2.36 2.87 -2.55  -0.84
C -2.43 3.59 -3.75  0.26
C -3.17 4.75 -3.83  -1.45
P -1.38 1.33 -2.32  1.62
C -2.18 0.24 -3.66  2.79
C -3.70 0.39 -3.46  -1.15
C -4.52 0.04 -4.49  -0.98
C -4.03 -0.15 -5.81  -0.25
C -2.73 0.34 -6.08  -0.74
C -1.87 0.67 -5.08  -1.47
C -4.90 -0.63 -6.87  0.71
F -4.22 -1.11 -7.95  -0.31
F -5.75 0.32 -7.43  -0.32
F -5.76 -1.61 -6.48  -0.30
C 0.21 1.83 -3.10  0.42
C 1.08 0.86 -3.61  -0.21
C 2.32 1.20 -4.12  -1.07
C 2.71 2.53 -4.14  0.61
C 1.89 3.51 -3.60  -0.93
C 0.66 3.15 -3.07  -1.14
C 4.01 2.96 -4.75  0.69
F 4.85 3.54 -3.87  -0.23
F 4.69 1.94 -5.31  -0.31
F 3.82 3.88 -5.73  -0.29
H -4.29 4.90 -0.63  0.39
H -3.00 2.83 -0.51  0.23
H -1.90 3.24 -4.63  0.50
H -3.22 5.30 -4.77  0.37
H -4.09 0.69 -2.50  0.53
H -5.59 0.01 -4.31  0.39
H -2.44 0.53 -7.11  0.32
H -0.92 1.15 -5.30  0.35
H 0.78 -0.18 -3.61  0.23
H 2.98 0.44 -4.52  0.47
H 2.21 4.54 -3.59  0.40
H 0.03 3.92 -2.63  0.61

## Properties
Kohn-Sham gap ... 4.990 eV
E_LUMO ... 3.114 eV
Energy relative to the best compared isomer or geometry (same formula, charge and spin) ... 1.9 kcal/mol
Charge ... -2
Max |F| ... 1.44 eV/A


No. 2
A structure of composition C19H48HgO21S6 in a non-equilibrium geometry, computed with ωB97M-V/def2-TZVPD.

Last column: Mulliken charge in e.
Element x y z (Å)
Hg 0.32 -0.66 -0.69  4.14
C 2.12 -2.19 -2.07  0.21
O 0.83 -2.20 -2.32  -0.89
O 2.94 -2.92 -2.64  -0.79
O 2.50 -1.29 -1.17  -0.92
O -0.45 0.56 -2.59  -0.38
S -0.02 0.67 -3.95  1.08
O -0.64 -0.17 -4.93  -0.81
O -0.17 2.16 -4.46  -0.30
C -1.47 2.71 -4.69  -0.51
C -2.34 2.76 -3.47  -0.51
C 1.74 0.61 -4.03  -0.54
H -1.93 2.12 -5.49  0.28
H -1.39 3.68 -5.19  0.36
H -2.55 1.77 -3.08  -0.16
H -3.26 3.30 -3.72  0.57
H -1.88 3.42 -2.73  0.07
H 2.13 1.55 -3.66  0.23
H 1.98 0.42 -5.08  0.46
H 2.01 -0.28 -3.46  0.00
O 0.12 -2.56 0.71  -0.74
S 0.44 -3.86 1.20  0.83
O 0.20 -4.20 2.57  -0.71
O -0.39 -4.80 0.28  0.06
C -0.44 -6.22 0.52  -0.40
C -0.91 -6.64 1.90  -1.10
C 2.08 -4.25 0.73  -0.97
H 0.57 -6.60 0.35  0.31
H -1.11 -6.64 -0.23  0.32
H -1.34 -7.64 1.83  0.38
H -1.67 -5.96 2.28  0.28
H -0.13 -6.64 2.66  0.29
H 2.39 -5.26 0.96  0.48
H 2.71 -3.49 1.19  0.25
H 2.13 -4.09 -0.35  0.35
O -1.26 0.95 0.18  -1.07
S -2.25 1.50 1.03  1.12
O -3.49 0.82 1.18  -0.83
O -1.57 1.66 2.45  0.00
C -2.48 1.67 3.59  -0.28
C -1.73 2.14 4.81  -1.20
C -2.56 3.17 0.57  -0.53
H -2.86 0.67 3.73  0.29
H -3.31 2.35 3.38  0.39
H -1.54 3.22 4.82  0.34
H -0.75 1.66 4.93  0.20
H -2.33 1.99 5.70  0.44
H -2.54 3.19 -0.52  -0.11
H -1.72 3.77 0.91  0.12
H -3.54 3.48 0.90  0.51
O -1.96 -1.63 -1.06  -0.54
S -2.64 -2.69 -1.74  1.10
O -3.14 -3.80 -1.00  -0.67
O -3.92 -2.06 -2.45  -0.40
C -3.72 -0.84 -3.17  0.92
C -4.56 -0.84 -4.45  -1.47
C -1.70 -3.26 -3.13  -0.70
H -2.68 -0.69 -3.46  -0.50
H -3.91 0.02 -2.52  0.16
H -5.47 -0.26 -4.31  0.35
H -4.78 -1.85 -4.78  0.38
H -3.99 -0.36 -5.26  0.32
H -1.22 -2.38 -3.55  0.04
H -2.44 -3.69 -3.80  0.48
H -0.99 -3.99 -2.76  0.31
O 2.52 -1.71 2.86  -0.79
S 2.53 -0.46 2.16  0.76
O 1.37 -0.04 1.46  -0.44
O 2.82 0.69 3.22  -0.07
C 3.53 0.33 4.42  -0.32
C 3.74 1.59 5.23  -1.13
C 3.93 -0.30 1.11  -0.68
H 4.46 -0.20 4.18  0.40
H 2.93 -0.40 4.97  0.29
H 3.96 2.39 4.51  0.23
H 4.59 1.51 5.89  0.38
H 2.81 1.87 5.72  0.28
H 3.83 -1.06 0.33  0.22
H 4.80 -0.45 1.75  0.49
H 3.91 0.71 0.71  0.04
O 1.70 1.75 -0.60  -0.14
S 1.40 3.14 -0.68  0.86
O 0.61 3.66 -1.75  -0.66
O 0.65 3.59 0.65  -0.36
C 1.19 3.09 1.91  0.95
C 0.87 4.12 2.98  -1.41
C 2.88 4.10 -0.58  -1.16
H 2.26 2.93 1.84  0.46
H 0.71 2.14 2.15  -0.53
H 1.56 3.95 3.81  0.34
H -0.13 4.00 3.39  0.10
H 1.03 5.13 2.60  0.37
H 3.58 3.62 0.12  0.28
H 2.61 5.07 -0.19  0.38
H 3.35 4.18 -1.56  0.42

## Properties
Kohn-Sham gap ... 6.769 eV
E_LUMO ... -0.028 eV
Energy relative to the best compared isomer or geometry (same formula, charge and spin) ... 0.0 kcal/mol
Max |F| ... 1.81 eV/A


No. 3
A structure of composition C34H31AsBrF4FeN2O9P3S, computed with ωB97M-V/def2-TZVPD.

Last column: Mulliken spin population.
Element x y z (Å)
Fe -0.84 1.08 -1.02  4.27
O 5.56 -2.39 -2.52  0.00
C 5.03 -1.63 -3.50  0.00
O 5.67 -1.31 -4.45  0.00
C 3.57 -1.29 -3.34  0.01
C 2.69 -2.13 -2.68  0.00
C 1.37 -1.76 -2.50  -0.01
C 0.94 -0.55 -3.02  0.00
C 1.80 0.29 -3.72  0.01
C 3.12 -0.10 -3.88  0.00
N -0.40 -0.13 -2.74  0.05
C -1.26 -0.14 -3.67  0.02
C -2.63 0.32 -3.38  0.02
C -3.63 0.25 -4.32  0.00
C -4.91 0.67 -3.96  0.00
C -5.11 1.14 -2.68  0.00
C -4.04 1.18 -1.79  0.01
N -2.82 0.77 -2.13  0.06
H 4.96 -2.45 -1.77  0.00
H 3.03 -3.09 -2.29  0.00
H 0.68 -2.40 -1.97  0.00
H 1.46 1.25 -4.09  0.00
H 3.81 0.53 -4.43  0.00
H -1.02 -0.49 -4.68  0.01
H -3.42 -0.13 -5.31  0.00
H -5.72 0.63 -4.67  0.00
H -6.09 1.48 -2.35  0.00
H -4.16 1.55 -0.79  0.00
F -2.44 -6.80 1.09  0.00
C -1.90 -5.59 1.06  0.00
C -0.84 -5.29 1.88  0.00
F -0.36 -6.20 2.71  0.00
C -0.29 -4.01 1.84  -0.01
F 0.71 -3.76 2.68  0.00
C -0.76 -3.03 0.98  0.03
P -0.04 -1.33 0.98  0.01
C -0.37 -0.93 2.74  0.00
C 0.60 -0.82 3.73  0.00
C 0.23 -0.59 5.05  0.00
C -1.11 -0.47 5.39  0.00
C -2.09 -0.58 4.40  0.00
C -1.72 -0.80 3.09  0.01
C 1.76 -1.64 0.90  -0.02
C 2.60 -0.55 1.17  0.01
C 3.97 -0.68 1.08  0.00
C 4.53 -1.90 0.73  0.00
C 3.71 -2.98 0.44  0.00
C 2.33 -2.85 0.52  0.01
C -1.86 -3.36 0.18  0.01
Br -2.71 -2.07 -0.90  0.01
C -2.42 -4.62 0.21  0.00
F -3.46 -4.93 -0.55  0.00
H 1.65 -0.95 3.49  0.00
H 0.99 -0.51 5.81  0.00
H -1.40 -0.30 6.42  0.00
H -3.13 -0.51 4.66  0.00
H -2.48 -0.89 2.32  0.01
H 2.18 0.40 1.48  0.00
H 4.60 0.17 1.30  0.00
H 5.61 -2.01 0.69  0.00
H 4.14 -3.94 0.17  0.00
H 1.71 -3.70 0.29  0.00
O 3.27 2.36 -0.39  0.00
P 1.72 2.56 -0.17  0.01
O 1.01 1.29 -0.70  0.10
O 1.45 2.93 1.23  0.00
O 1.30 3.72 -1.18  0.00
P 0.24 3.72 -2.41  0.01
O -0.45 5.13 -2.22  0.00
O 0.91 3.55 -3.71  0.01
O -0.85 2.70 -2.03  0.17
H 3.51 2.15 -1.30  0.00
H -0.18 5.76 -2.90  0.00
C -3.15 3.72 3.04  0.01
As -1.50 3.28 2.17  0.01
C -0.94 4.88 1.27  0.01
C -0.35 2.71 3.59  0.01
S -2.15 1.71 0.84  0.17
H -2.97 4.51 3.77  0.00
H -3.52 2.83 3.55  0.00
H -3.87 4.06 2.30  0.00
H -1.07 5.71 1.97  0.00
H -1.59 5.02 0.40  0.00
H 0.09 4.78 0.97  0.00
H -0.29 3.53 4.30  0.00
H 0.63 2.48 3.19  0.00
H -0.81 1.84 4.05  0.00

## Properties
Kohn-Sham gap (alpha / beta) ... 7.402 / 6.702 eV
E_LUMO (alpha / beta) ... -3.756 / -4.512 eV
Energy relative to the best compared isomer or geometry (same formula, charge and spin) ... 0.0 kcal/mol
Spin multiplicity ... 6
Charge ... +1
Max |F| ... 0.42 eV/A


Look up the max |F| of the first one. 1.44 eV/A